1.
ORCA calculation (the ωB97M-V functional and the def2-TZVPD basis) on one molecule with the formula C20H24N2O3S.

```
50
Properties=species:S:1:pos:R:3:forces:R:3
C 2.1507 -5.7339 0.4087 -0.035 -0.028 0.036
C 1.6984 -4.4835 1.0987 0.003 0.039 0.001
C 1.2401 -3.3881 0.3815 0.015 -0.043 0.009
C 0.8110 -2.2411 1.0281 0.054 0.067 0.097
C 0.8272 -2.1609 2.4145 0.201 -0.074 -0.044
C 1.2829 -3.2587 3.1345 0.013 0.100 -0.075
C 1.7140 -4.3996 2.4868 0.021 0.032 -0.049
H 2.0632 -5.2433 3.0643 0.035 -0.099 0.077
H 1.2913 -3.2179 4.2130 -0.038 -0.009 0.159
C 0.3520 -0.9314 3.1472 0.339 -0.282 0.350
N -0.8317 -0.3333 2.5632 -0.632 -0.663 0.428
C -0.7691 0.6883 1.6214 -0.192 0.680 -0.525
C -1.9421 1.3292 1.2108 -0.012 0.121 -0.055
C -1.9007 2.3451 0.2785 0.214 0.031 -0.174
C -0.6988 2.7462 -0.2968 -0.082 -0.079 0.287
C 0.4712 2.1304 0.1281 -0.236 0.126 -0.070
C 0.4412 1.1194 1.0695 0.034 -0.189 0.214
H 1.3757 0.6695 1.3651 0.066 -0.076 0.037
H 1.4249 2.4533 -0.2620 0.101 0.004 -0.066
C -0.7041 3.8826 -1.2637 0.126 -0.034 0.001
O -1.3108 4.9163 -1.0397 -0.203 0.111 0.083
N 0.0129 3.7199 -2.3987 0.037 0.109 -0.131
C 0.5377 2.4843 -2.9415 0.140 -0.500 -0.117
C 0.3563 2.6526 -4.4494 0.102 0.043 0.100
H -0.6724 2.4221 -4.7288 -0.036 -0.042 -0.004
C 0.6325 4.1428 -4.6408 -0.056 -0.075 0.074
H 1.7081 4.3232 -4.6452 0.034 0.013 -0.038
C -0.0054 4.7734 -3.4050 -0.123 0.473 -0.026
H -1.0417 5.0792 -3.5839 0.107 0.023 0.016
H 0.5395 5.6478 -3.0410 -0.105 0.003 -0.079
H 0.2114 4.5345 -5.5639 0.044 0.057 -0.022
H 1.0282 2.0178 -5.0231 -0.022 -0.063 -0.020
H 1.6043 2.3844 -2.7025 -0.062 -0.106 -0.019
H 0.0067 1.6211 -2.5368 0.101 0.056 -0.035
H -2.8111 2.8469 -0.0122 -0.092 0.064 0.001
H -2.8806 1.0503 1.6575 -0.077 0.096 -0.031
S -2.2329 -1.2378 2.7942 -0.420 -0.290 -0.556
O -1.9025 -2.2868 3.7072 0.329 -0.124 -0.028
O -3.3314 -0.3883 3.1382 0.002 0.224 -0.181
C -2.5602 -1.9664 1.1678 0.231 0.353 0.802
H -3.5318 -2.4403 1.2211 -0.183 -0.022 0.110
H -1.7842 -2.6958 0.9758 0.135 -0.082 -0.024
H -2.5613 -1.1769 0.4275 -0.006 0.138 -0.140
H 0.0836 -1.2144 4.1669 0.271 0.079 -0.078
H 1.1398 -0.1756 3.2067 -0.197 0.003 0.011
H 0.4619 -1.4047 0.4401 -0.053 0.062 -0.054
H 1.2175 -3.4275 -0.6987 0.015 -0.022 -0.105
H 1.4355 -6.5377 0.5830 0.001 -0.095 -0.046
H 3.1143 -6.0580 0.7974 0.067 -0.066 -0.032
H 2.2388 -5.5787 -0.6636 0.026 -0.043 -0.069
```
Positions in Å, forces in eV/Å.

HOMO level: -8.5 eV
Relative energy (zero: lowest compared OMol25 entry of this formula, charge and spin): 178.6 kJ/mol
Total charge: 0
Gap between HOMO and LUMO: 9.0 eV
Max |F|: 1.01 eV/Å
SMILES: Cc1ccc(CN(c2ccc(C(=O)N3CCCC3)cc2)S(C)(=O)=O)cc1


2.
ORCA calculation (the ωB97M-V functional and the def2-TZVPD basis) on C2H3NS as an isolated structure.

```
7
Properties=species:S:1:pos:R:3:forces:R:3
C 1.1031 -0.2925 0.4726 -4.516 0.292 -1.466
C -0.6259 0.4409 -0.2253 -0.651 -4.199 -3.595
N 0.7859 0.6443 -0.3482 -0.505 0.190 -0.038
S -0.4945 -1.0461 0.7972 1.062 0.464 0.864
H 2.0142 -0.5955 0.7179 3.902 -1.206 1.240
H -1.1952 1.2375 0.0453 -1.731 2.104 0.716
H -1.5877 -0.3885 -1.4595 2.437 2.356 2.279
```
Positions in Å, forces in eV/Å.

HOMO level: -9.4 eV
Relative energy (zero: lowest compared OMol25 entry of this formula, charge and spin): 394.2 kJ/mol
Total charge: 0
Gap between HOMO and LUMO: 9.2 eV
Max |F|: 5.57 eV/Å


3.
ORCA calculation (the ωB97M-V functional and the def2-TZVPD basis) on an isolated ion of composition C27H18BBrF2IO7 and charge -1.

```
57
Properties=species:S:1:pos:R:3:forces:R:3
C 1.3725 -1.3410 1.6416 0.573 -0.659 0.808
C 2.9904 -1.2153 1.5284 -0.605 1.004 1.058
I 3.9290 -3.1194 0.9538 -2.786 0.523 -2.254
C 3.4770 0.0366 0.6536 0.601 -0.220 -0.468
C 3.0370 -0.0114 -0.8824 -1.422 0.386 -3.585
C 3.6704 -0.9997 -1.9344 -2.064 1.782 -1.620
C 3.2478 -1.0244 -3.4410 -1.996 2.354 1.931
C 2.1338 -0.0664 -4.0111 1.623 -0.113 4.547
C 1.4935 0.9006 -2.9839 1.370 -1.477 0.448
C 1.9288 0.9348 -1.4673 0.816 -1.572 -1.480
C 1.1356 2.0100 -0.5604 0.789 0.731 0.606
O 1.6824 2.7663 0.2744 -1.944 -2.714 -2.750
C -0.4543 2.0721 -0.8595 -2.496 -0.012 -0.717
C -0.8893 2.0348 -2.3745 -1.550 0.266 1.422
C -2.3676 2.1269 -2.8249 0.933 0.086 4.477
C -3.4363 2.2125 -1.6776 3.797 -0.189 0.113
C -3.0135 2.2052 -0.1801 1.125 0.105 -1.371
C -4.1499 2.2456 0.9625 0.844 -1.295 -0.314
C -5.5919 1.8791 0.3873 -2.389 2.620 -0.098
O -6.4849 2.7871 0.4667 3.104 -3.419 -0.281
C -6.0030 0.5186 -0.3109 -1.343 -3.099 -1.655
C -7.4883 0.3935 -0.8210 1.791 -2.537 -0.499
C -8.0238 -0.8893 -1.4982 3.231 -0.160 1.007
C -7.1269 -2.1465 -1.7164 1.885 4.102 2.098
C -5.6377 -2.0122 -1.2330 -2.573 1.959 0.165
C -5.0891 -0.7073 -0.5483 -3.163 -0.438 -0.988
C -1.5165 2.1598 0.2748 -0.460 -0.038 -4.826
Br -0.8978 2.2029 2.1434 -0.994 -0.067 -1.798
C 0.3065 1.8907 -3.4540 0.323 0.204 -0.981
O 0.3070 2.4573 -4.5726 -0.303 -2.028 3.742
H 0.8467 -0.3431 1.4545 0.753 -1.379 -0.020
H 0.9780 -2.2067 1.0076 0.455 1.540 0.616
H 1.1428 -1.6274 2.7399 0.324 0.439 -1.766
H 3.3487 -1.0299 2.6128 -0.187 -0.307 -1.935
H 3.1220 0.9822 1.2063 0.273 -1.388 -1.227
H 4.6324 0.1089 0.6503 -1.844 -0.333 0.128
H 4.4786 -1.7515 -1.6324 -1.422 1.408 -0.278
H 3.6992 -1.7687 -4.1961 -0.614 1.278 1.633
H 1.8549 -0.1359 -5.1115 0.257 0.364 1.811
H -2.7212 2.1263 -3.9144 0.903 -0.009 1.857
H -4.5279 2.2785 -2.0358 1.857 -0.135 1.075
H -3.8515 1.4249 1.7210 -0.476 1.204 -1.097
H -4.1490 3.2404 1.5511 -0.304 -1.573 -1.281
H -8.1973 1.2789 -0.6980 1.262 -1.415 -0.114
H -9.1057 -0.9500 -1.8439 1.638 0.295 0.591
H -7.5427 -3.0977 -2.2031 0.842 1.671 0.870
H -4.9888 -2.9464 -1.3954 -0.827 1.873 0.431
H -3.9976 -0.6891 -0.2269 -1.674 -0.004 -0.498
B 7.1228 -0.5941 4.6735 0.587 2.271 1.016
O 6.1199 -1.0116 3.6752 -0.033 -1.027 -0.209
C 6.2515 -2.3224 3.5044 -1.936 1.133 -1.530
O 5.5710 -2.9830 2.7443 2.227 0.530 2.681
C 7.3271 -2.8252 4.3647 2.421 -1.099 1.869
O 7.6969 -3.9732 4.4453 -0.368 0.421 -0.232
O 7.8490 -1.8169 5.0589 -0.524 -0.534 -0.575
F 6.4728 -0.0246 5.8162 0.529 -0.486 -1.034
F 8.0263 0.3560 4.0967 -0.839 -0.824 0.481
```
Positions in Å, forces in eV/Å.

HOMO level: -5.4 eV
Relative energy (zero: lowest compared OMol25 entry of this formula, charge and spin): 1366.9 kJ/mol
Total charge: -1
Gap between HOMO and LUMO: 5.8 eV
Max |F|: 4.98 eV/Å


4.
ORCA calculation (the ωB97M-V functional and the def2-TZVPD basis) on one molecule with the formula CH3NO.

```
6
Properties=species:S:1:pos:R:3:forces:R:3
C -0.4102 0.0856 0.5132 1.075 -0.274 -0.786
N 0.5891 -0.0384 -0.4373 -0.514 -0.734 1.441
O -1.1828 1.0036 0.4846 -0.451 0.165 0.512
H -0.3494 -0.7029 1.2786 -0.325 0.056 0.146
H 0.9137 -0.9587 -0.6820 0.121 0.037 0.030
H 0.4397 0.6108 -1.1570 0.094 0.749 -1.343
```
Positions in Å, forces in eV/Å.

HOMO level: -10.2 eV
Relative energy (zero: lowest compared OMol25 entry of this formula, charge and spin): 8.0 kJ/mol
Total charge: 0
Gap between HOMO and LUMO: 11.3 eV
Max |F|: 1.70 eV/Å
SMILES: NC=O


5.
ORCA calculation (the ωB97M-V functional and the def2-TZVPD basis) on C43H36Cl2N3O2PS2SiTi as an isolated structure.

```
91
Properties=species:S:1:pos:R:3:forces:R:3
Ti -0.2517 0.9804 -0.0411 0.444 0.402 1.027
C 0.8867 4.4780 -3.2243 0.032 0.010 0.012
Si 1.4093 3.4621 -1.7199 -0.061 -0.074 -0.075
C 2.5298 2.1201 -2.3970 0.030 0.019 0.010
C 2.3580 4.4806 -0.4548 -0.002 -0.015 -0.022
N -0.0477 2.7794 -0.9969 -0.095 -0.525 0.024
C -1.0717 3.6612 -0.6807 -0.140 0.085 0.007
C -0.9946 5.0589 -0.6038 0.041 -0.050 -0.094
C -2.1075 5.8302 -0.3001 -0.016 0.012 0.008
C -3.3359 5.2446 -0.0475 0.008 0.000 0.002
C -3.4480 3.8579 -0.0741 0.049 0.007 0.021
C -2.3258 3.1202 -0.3699 -0.006 -0.123 -0.054
O -2.3101 1.7025 -0.3711 0.081 -0.042 0.217
C -3.5006 1.0632 -0.0019 -0.032 0.038 -0.063
C -3.7105 0.7351 1.3229 -0.010 0.004 0.021
C -4.8935 0.0911 1.6582 -0.001 0.004 0.003
C -5.8376 -0.2007 0.6817 -0.016 0.011 -0.010
C -5.6039 0.1462 -0.6430 -0.047 0.052 0.019
C -4.4228 0.7850 -0.9932 0.010 0.090 -0.008
H 1.4250 5.4267 -3.2898 0.009 -0.007 0.016
H -0.1799 4.7018 -3.2299 -0.029 0.018 0.032
H 1.1090 3.9136 -4.1333 -0.023 -0.003 0.011
H 3.1246 2.5703 -3.1978 0.007 -0.005 -0.005
H 1.9663 1.2998 -2.8454 -0.027 0.044 -0.046
H 3.2118 1.7136 -1.6529 -0.008 0.008 -0.020
H 3.3295 4.0256 -0.2511 -0.004 -0.002 0.003
H 1.8102 4.5121 0.4892 0.009 0.000 0.010
H 2.5341 5.5059 -0.7878 -0.011 0.001 0.000
H -0.0490 5.5545 -0.7757 0.021 -0.014 -0.034
H -2.0028 6.9064 -0.2518 -0.002 -0.001 -0.004
H -4.1996 5.8500 0.1894 -0.003 -0.006 0.004
H -4.3874 3.3746 0.1520 -0.012 -0.006 0.000
H -2.9525 0.9673 2.0593 0.006 0.005 -0.009
H -5.0767 -0.1842 2.6883 0.003 0.002 0.001
H -6.7580 -0.6999 0.9544 0.001 -0.004 -0.002
H -6.3388 -0.0818 -1.4036 0.004 0.001 -0.005
H -4.2041 1.0681 -2.0147 -0.010 -0.009 -0.002
S 0.0924 2.2202 2.0330 -0.157 -0.071 -0.347
C 1.2760 1.2195 2.8232 0.047 0.015 0.026
C 1.4188 1.2653 4.2104 0.031 -0.014 0.026
C 2.4745 0.6298 4.8471 -0.023 0.032 -0.023
C 2.5681 0.6757 6.2789 0.004 0.004 0.034
N 2.6208 0.7104 7.4263 -0.001 0.002 -0.010
C 3.4375 -0.0470 4.0865 -0.059 -0.073 -0.017
C 3.2863 -0.1207 2.7093 -0.034 -0.108 0.038
C 2.2012 0.4697 2.0748 -0.073 -0.012 -0.050
S 2.0669 0.2959 0.3295 -0.072 0.109 0.126
C 4.5574 -0.6956 4.7028 0.048 -0.072 0.017
N 5.4596 -1.2405 5.1621 -0.027 0.010 -0.002
H 0.7015 1.8193 4.8004 -0.016 -0.005 -0.010
H 4.0264 -0.6459 2.1219 0.007 -0.056 -0.015
O -0.8641 -0.3642 1.1965 0.115 0.175 -0.558
C -0.6988 -1.1097 0.0805 -0.105 0.085 0.060
C -1.6927 -2.2060 -0.2512 0.031 0.089 -0.163
C -3.0689 -2.2918 -0.4081 -0.018 0.002 0.028
C -3.5966 -3.5358 -0.7275 0.018 0.019 -0.016
C -2.7893 -4.6629 -0.8914 0.001 -0.019 0.002
C -1.4143 -4.5810 -0.7251 0.022 -0.018 0.013
C -0.8935 -3.3417 -0.3956 -0.043 0.060 0.090
P 0.6115 -2.4398 -0.0013 -0.127 -0.080 -0.367
C 1.3597 -3.0315 1.5107 -0.008 0.055 0.062
C 2.6310 -3.5966 1.5581 0.042 0.038 -0.022
C 3.1112 -4.1008 2.7572 0.024 0.042 0.028
C 2.3332 -4.0295 3.9048 0.067 0.099 -0.013
C 1.0770 -3.4405 3.8619 -0.040 0.028 -0.005
C 0.5826 -2.9427 2.6663 0.027 -0.003 0.041
C 1.7019 -2.6478 -1.4218 0.094 -0.024 0.081
C 2.0877 -3.9569 -1.7157 0.026 -0.004 -0.004
C 2.8564 -4.2220 -2.8371 -0.010 0.000 -0.007
C 3.2245 -3.1849 -3.6840 0.004 -0.001 0.005
C 2.8224 -1.8868 -3.4079 -0.018 -0.004 -0.001
C 2.0659 -1.6168 -2.2773 -0.024 -0.005 -0.049
H -3.7124 -1.4330 -0.2880 0.065 -0.160 0.012
H -4.6673 -3.6390 -0.8545 -0.008 0.017 0.006
H -3.2475 -5.6122 -1.1362 0.010 -0.004 -0.004
H -0.7913 -5.4608 -0.8256 0.007 0.006 -0.015
H 3.2433 -3.6411 0.6660 0.002 0.020 0.030
H 4.1009 -4.5359 2.8023 -0.005 -0.002 -0.016
H 2.7228 -4.4090 4.8400 -0.016 -0.011 0.009
H 0.4807 -3.3640 4.7618 0.009 -0.002 -0.007
H -0.3960 -2.4791 2.6309 0.005 0.016 -0.009
H 1.7902 -4.7722 -1.0655 0.002 -0.001 -0.005
H 3.1624 -5.2374 -3.0513 0.000 0.000 -0.005
H 3.8223 -3.3917 -4.5621 0.001 0.003 0.000
H 3.0968 -1.0751 -4.0690 -0.001 0.006 -0.001
H 1.7610 -0.6003 -2.0796 -0.013 -0.061 0.024
Cl 0.4750 0.8582 -5.2478 0.008 -0.005 0.003
C -1.0400 0.0579 -4.8242 -0.039 0.006 0.000
Cl -1.1823 -0.2546 -3.0827 0.014 -0.059 -0.034
H -1.0761 -0.8972 -5.3337 -0.002 -0.002 0.006
H -1.8602 0.6997 -5.1214 0.005 0.011 0.008
```
Positions in Å, forces in eV/Å.

HOMO level: -7.5 eV
Relative energy (zero: lowest compared OMol25 entry of this formula, charge and spin): 71.5 kJ/mol
Total charge: 0
Gap between HOMO and LUMO: 7.0 eV
Max |F|: 1.19 eV/Å


Q: Among the records above, which one has the lowest HOMO level?
A: CH3NO


Q: What is the HOMO level in the first record?
A: -8.5 eV


Q: Which formula does entry 2 have?
A: C2H3NS